(1)
This record from the OMol25 dataset describes 18 unconnected molecules or ions with the total composition C80H120N8O20. The level of theory is ωB97M-V/def2-TZVPD.

LUMO	0.359	eV

XYZ file:
```
228
Properties=species:S:1:pos:R:3:forces:R:3:mulliken_charge:R:1
O -1.290 1.042 -3.401 0.479 0.087 -0.448 -0.7842
O -2.553 -4.444 -6.020 0.032 0.294 0.723 -0.3832
O 2.981 4.813 -5.428 0.509 -0.758 0.144 -0.3367
O 4.512 4.730 3.202 1.286 2.036 -1.762 -0.6509
O 4.198 -0.228 1.966 -0.431 -0.067 -1.423 0.7396
O 2.902 -4.500 -2.250 -0.720 0.460 -0.093 -0.4854
O 1.843 1.631 6.206 -0.233 0.110 -1.464 -0.1031
O -5.144 4.363 -2.501 0.148 0.257 0.706 -0.2250
O 4.390 -0.575 4.146 -0.065 -0.252 0.284 -0.5950
O 1.066 -3.752 -3.381 1.242 -0.941 0.453 -0.2717
O 4.355 2.872 4.343 -0.521 -1.433 1.329 0.0204
O 4.558 3.283 -5.933 0.139 -0.281 0.062 -0.6111
O -2.533 -6.492 1.061 -0.861 0.061 1.088 -0.3159
O 3.234 -1.041 -5.529 0.118 0.755 -0.078 -0.4299
O -0.924 -7.776 0.302 2.283 -1.707 -2.891 -0.5609
O -5.422 4.666 -4.682 -0.111 -0.023 -0.444 -0.5975
O -0.889 -4.328 -7.498 0.451 0.130 -0.692 -0.5643
O -1.098 2.660 -1.843 0.348 0.017 -0.688 0.2369
O 2.771 1.021 -4.675 0.650 -0.298 -0.431 -0.2259
O 1.629 -0.041 7.707 -0.208 -0.072 0.689 -0.3931
N -2.274 1.341 4.590 0.019 -0.105 -0.504 0.5430
N -1.711 -1.789 0.284 -0.728 0.487 1.433 1.4371
N -4.417 -3.776 2.539 -0.037 0.584 -0.622 -0.2561
N 4.037 2.371 0.571 -0.577 -1.057 -0.256 0.8844
N 0.366 -5.274 2.119 -0.107 -1.349 0.795 0.2376
N -7.659 -3.369 -1.811 -0.847 -0.170 -0.318 -0.6300
N -6.148 2.237 0.120 -0.708 -0.862 -0.328 -0.4896
N 0.346 3.532 1.589 -1.944 -0.196 1.909 1.4017
C 1.911 -5.931 -3.856 -0.488 -1.642 0.697 -1.4190
C 0.694 -1.265 5.817 1.647 0.552 0.359 0.4331
C -1.951 -4.771 -7.174 0.013 -0.683 0.660 0.8191
C -5.178 -2.862 3.137 0.256 -0.322 1.377 -0.6042
C 3.432 3.687 -6.043 -0.459 0.800 -0.288 0.9554
C -4.780 -2.124 4.231 0.973 0.914 0.261 -0.3400
C -1.561 -7.405 1.199 -1.858 1.797 2.669 1.0103
C 1.688 1.249 7.322 0.899 -1.486 0.788 0.7190
C -2.189 -5.060 -0.839 1.134 0.901 0.451 0.7834
C 1.893 -1.068 6.760 -0.775 -1.965 -0.071 -0.5408
C 2.366 3.090 -6.912 -1.365 0.908 0.606 -0.9457
C -5.934 0.918 0.271 -0.715 0.721 -0.397 -0.7044
C 2.003 -4.546 3.668 0.268 0.697 1.107 -1.3810
C -5.671 -2.193 -2.390 0.303 -1.341 0.854 -0.8038
C -2.960 1.229 -1.806 -1.607 0.179 1.155 1.1536
C -4.295 2.657 1.582 -0.809 0.635 -0.804 -0.4360
C -6.610 2.877 -3.529 -0.913 0.757 -0.408 -0.9532
C 2.156 -3.321 3.043 -0.355 -0.329 -0.525 -0.9225
C -4.999 0.451 1.123 0.905 -1.232 1.002 -0.2711
C 2.470 -0.123 -4.959 -1.962 -0.107 1.131 0.3432
C -5.371 3.045 0.792 0.073 1.329 0.106 -0.8515
C 4.878 3.212 -0.024 -0.448 0.380 0.050 -0.4894
C 1.476 -3.186 1.867 0.106 0.922 -1.307 0.5605
C 5.511 -0.672 1.734 1.282 -0.955 0.805 -0.6676
C -3.131 -3.798 2.858 -0.309 -0.154 0.685 -0.4039
C 5.029 3.338 -1.377 1.140 0.510 -2.627 -1.4139
C -3.530 5.403 -1.112 0.522 1.719 -0.721 -0.9339
C 0.124 -0.878 -0.895 -0.128 2.520 0.124 0.2424
C -1.475 -7.879 2.611 0.019 -0.685 1.572 -1.2428
C -5.040 -2.819 -1.282 -0.464 0.833 -1.619 0.9776
C 3.905 5.396 -4.484 -0.595 -0.001 -0.468 -0.3939
C 3.251 -2.123 -1.771 -1.295 0.026 -0.735 0.4612
C -3.436 -2.245 4.644 -0.886 1.121 0.559 -0.0706
C -1.837 -3.535 -5.160 0.675 0.858 0.598 -0.2398
C -2.962 -6.193 -0.246 0.733 -0.185 -0.529 -1.1372
C -5.695 4.076 -3.673 -0.155 -0.935 0.250 0.6880
C -7.041 -3.942 -0.783 -0.329 0.143 0.002 -0.8484
C 5.589 2.438 3.820 -0.564 -1.553 -2.086 0.8563
C -0.467 4.323 2.348 0.650 -0.430 -0.174 0.3759
C -2.731 -5.861 -7.857 -0.213 1.591 -1.291 -1.1152
C 3.738 -0.233 3.188 -1.047 0.205 0.998 -0.4150
C 1.755 2.153 8.472 -0.246 1.999 0.357 -1.4149
C 5.596 -2.158 1.329 1.281 1.171 0.013 -0.9099
C -5.722 -3.691 -0.472 0.227 -0.236 0.315 -0.1636
C 2.626 -3.412 -1.318 -0.893 -0.940 0.544 0.7496
C 0.630 -4.197 1.442 -0.627 1.233 -1.266 -0.2506
C 0.142 3.050 -2.508 0.767 -0.840 1.730 2.0582
C -1.958 3.305 6.509 -0.483 0.497 0.842 -0.8006
C 0.758 6.305 1.710 0.000 -1.389 -0.289 -1.0252
C 6.764 3.119 4.361 1.867 0.093 0.168 -1.7312
C -1.616 -0.741 1.116 -0.743 -1.169 0.647 -0.7446
C 4.593 -0.556 -5.680 -0.966 -0.162 -1.115 -0.1873
C -4.170 1.327 1.779 1.426 -0.295 0.850 0.9028
C 3.456 1.611 -1.618 -2.149 -2.007 0.754 0.7110
C -2.817 -2.549 -4.540 -0.785 -1.391 -0.554 -0.5075
C 1.085 -0.616 -4.629 0.354 -0.450 -2.168 0.6510
C 2.295 0.213 3.278 -0.569 0.851 -0.238 2.5314
C 4.284 2.502 -2.221 0.815 0.641 1.817 -0.5399
C 3.134 5.799 -3.283 0.201 2.408 1.863 -0.3140
C -3.979 5.188 -2.549 1.012 -0.997 0.284 -0.1357
C -3.275 1.712 5.364 -1.182 -0.229 0.876 -0.5892
C 1.082 -5.465 3.238 -0.385 -0.287 -0.075 -0.4995
C -0.757 0.321 0.974 -0.747 -0.425 -0.016 -0.4285
C 1.925 -4.608 -3.175 -1.203 0.499 -0.171 0.6689
C 2.517 4.333 4.488 0.428 -0.347 -0.734 -0.4151
C 5.207 -0.593 -4.362 1.449 1.060 0.638 -0.8465
C -2.597 -3.049 3.922 1.263 -1.075 -0.413 -0.3827
C 1.313 4.140 0.971 0.499 -0.225 -2.138 0.7157
C -0.839 -1.839 -0.676 0.889 -1.681 -2.017 -0.9637
C 3.318 1.528 -0.207 1.326 1.259 -0.307 -0.3971
C -0.897 3.027 5.659 -1.304 -0.779 -0.035 -0.6969
C 3.906 4.035 3.934 -2.147 -0.853 0.781 0.5245
C -7.000 -2.540 -2.616 0.280 1.235 -0.402 -0.6134
C 0.058 0.315 -0.129 1.035 -1.091 0.110 0.8519
C -1.722 1.633 -2.444 0.420 0.256 -0.369 0.3090
C -1.131 1.974 4.745 1.038 1.026 0.454 -0.1696
C 1.521 5.483 0.887 -0.430 1.861 0.859 -1.4709
C -3.173 2.624 6.399 0.864 -0.138 -0.874 -0.9923
C -0.223 5.680 2.475 -0.408 0.257 -0.445 -1.5383
C -0.077 3.912 -3.714 0.379 -0.855 -0.527 -1.3982
H 3.027 -3.751 -0.352 0.074 0.059 -0.375 0.4003
H -2.404 -4.102 -0.289 -0.165 -0.748 -0.792 -0.5042
H 0.063 -4.002 0.512 0.317 -0.442 0.594 -0.2924
H 2.533 -4.656 4.588 0.213 -0.539 0.570 0.4638
H 5.680 1.313 3.979 -0.410 1.624 0.184 0.1993
H 3.875 6.035 -2.467 -0.590 0.102 -0.743 0.3464
H 4.704 0.128 -3.733 -0.090 -0.232 0.535 0.0110
H -2.382 -6.792 -7.512 0.475 -1.200 0.494 0.2785
H -5.450 -1.377 4.706 0.428 -0.795 -0.322 0.3821
H -4.135 6.124 -3.064 -0.410 0.280 -0.067 0.5670
H -3.607 3.395 1.923 0.300 0.353 0.622 0.4761
H -6.569 0.235 -0.257 -0.299 -0.130 -0.406 0.4616
H 2.669 2.757 8.306 -0.639 -0.035 0.055 0.2686
H -3.778 -5.753 -7.597 -0.132 -0.115 -0.172 0.3190
H 4.387 2.473 -3.262 0.121 0.241 -1.427 0.8141
H -7.520 -2.005 -3.469 0.219 -1.087 1.068 0.2903
H 0.640 -0.014 -3.902 -0.588 0.984 1.114 -0.7665
H 0.860 -6.349 3.851 0.145 0.256 -0.471 0.3060
H 0.743 1.149 -0.233 -0.094 -0.103 -0.480 -0.0951
H -2.315 -8.583 2.805 0.544 0.231 -0.323 0.3424
H -2.254 -0.832 1.991 -0.063 0.240 -0.040 0.2373
H 0.021 3.585 5.733 0.211 -0.206 -0.179 0.7204
H 2.937 -1.324 -1.099 0.528 0.046 0.164 -1.0874
H 6.858 2.934 5.426 -0.047 0.210 0.326 0.3396
H -2.799 6.242 -1.099 -0.226 -0.531 -0.067 0.4395
H 4.543 0.452 -6.111 0.299 -0.380 -0.083 0.1326
H -3.077 4.588 -0.582 0.038 -0.728 -0.064 -0.0735
H 2.014 -2.081 7.269 -0.163 1.601 0.163 0.3585
H -2.443 -5.058 -1.897 0.046 0.639 -0.130 0.1525
H 1.777 3.546 4.220 0.708 0.459 0.336 -0.4668
H 0.840 7.362 1.721 0.188 0.819 -0.041 0.5309
H -4.019 2.772 7.040 -0.122 0.319 0.242 0.4925
H 1.923 0.884 2.464 0.855 -0.171 0.605 -0.8422
H 7.576 2.529 3.907 0.275 0.521 0.154 0.4248
H -5.247 -4.182 0.378 -0.109 0.258 -0.174 0.3499
H -1.089 -2.986 -5.719 0.009 -0.085 -0.426 0.5435
H -4.244 1.236 5.209 0.224 -0.130 -0.167 0.3382
H -2.303 -1.694 -4.105 -0.074 0.227 -0.323 0.2033
H 1.401 -6.726 -3.186 0.577 1.488 -0.857 0.2642
H 2.651 4.425 5.551 -0.360 -0.161 0.593 0.6437
H 1.500 -3.421 -1.216 1.291 0.621 -0.034 -0.5648
H -6.205 -2.794 2.913 -1.115 -0.152 -0.902 0.4682
H -1.523 -3.218 4.176 -0.985 0.408 -0.168 0.2445
H -3.255 4.616 -3.156 0.042 0.374 0.294 0.0419
H -0.912 6.303 3.010 -0.207 0.074 0.500 0.6225
H -1.088 -5.171 -0.733 -0.648 -0.404 -0.266 0.2460
H -5.638 4.097 0.742 0.178 0.034 -0.270 0.4180
H -1.906 4.066 7.296 0.326 -0.179 -0.349 0.4348
H 2.873 2.596 -7.714 -0.073 -0.780 -0.331 0.4314
H -1.262 -4.038 -4.367 -0.368 -0.423 -0.445 -0.0113
H -0.129 -1.563 6.404 -1.134 -0.206 0.718 0.5988
H -2.574 -4.534 2.303 0.528 0.025 0.046 0.6576
H -0.804 1.089 1.715 0.223 0.643 0.089 -0.6014
H 1.864 3.603 0.222 0.345 -0.848 0.229 -0.3485
H -0.299 4.904 -3.433 -0.245 1.265 0.277 0.4923
H -3.969 -5.857 -0.190 -0.979 -0.159 0.294 0.2158
H -1.338 3.884 2.873 0.762 0.036 -0.510 0.0753
H 1.708 2.461 -6.257 0.789 0.156 -0.802 -0.1121
H -3.110 -1.639 5.504 0.073 -0.476 -0.490 0.3096
H 5.952 -0.013 1.029 0.052 0.511 -1.148 0.5949
H 1.352 -5.873 -4.795 0.268 0.000 0.188 0.2784
H 6.693 -2.450 1.280 -1.407 0.125 0.330 0.4461
H -2.896 -7.096 -0.856 -0.013 0.073 -0.041 0.5219
H 0.725 3.480 -1.658 -0.562 0.506 -0.855 -0.3743
H -2.694 0.851 -0.817 -0.002 -0.696 -0.124 -0.7054
H 2.918 -6.329 -3.974 0.027 0.159 -0.273 0.4016
H 2.132 0.672 4.268 0.141 -0.130 -0.554 -0.8658
H -3.465 0.505 -2.465 0.085 0.249 0.659 0.1628
H -4.375 5.788 -0.570 -0.438 -0.009 0.444 0.4253
H -2.555 -5.799 -8.949 -0.231 -0.071 0.643 0.3271
H 5.785 4.037 -1.887 -1.211 -0.929 1.256 0.2515
H 1.686 3.876 -7.333 0.764 -0.525 0.396 0.3835
H 2.182 5.872 0.135 0.442 0.125 0.088 0.6456
H 5.040 -1.306 -6.302 0.298 0.010 -0.767 0.4137
H 2.711 -2.504 3.461 0.515 -0.074 0.181 1.1570
H 6.913 4.190 4.131 -0.376 -0.635 0.040 0.3537
H -7.518 3.148 -4.068 -0.242 0.001 0.077 0.3862
H 5.009 -2.730 2.023 0.110 -0.555 0.446 0.2027
H -3.382 0.983 2.440 -0.115 -0.218 -0.035 0.3291
H -0.337 1.666 4.093 0.456 -0.132 -0.289 0.6974
H 4.349 6.242 -4.993 0.216 0.270 0.054 0.3743
H 4.693 4.706 -4.218 0.065 -0.308 -0.159 0.2234
H 0.490 -0.343 5.308 -0.330 0.256 -0.429 -0.4646
H 6.111 -0.494 2.627 -0.165 -0.273 0.223 0.3843
H 5.189 -2.303 0.349 -0.297 -0.072 -0.618 -0.0344
H 0.902 -2.068 5.138 0.134 -0.316 -0.590 -0.3270
H -4.826 -0.587 1.355 -0.346 -0.407 -0.389 0.2291
H -7.607 -4.622 -0.138 -0.092 0.196 -0.423 0.3727
H 2.858 -1.859 -2.767 0.114 -0.109 0.300 -0.3725
H 0.818 -0.873 -1.714 0.048 -0.512 -0.328 -0.0978
H 2.220 5.287 4.080 -0.205 0.208 -0.100 0.4134
H -4.007 -2.643 -1.149 0.997 0.252 0.411 0.7344
H -0.884 -2.765 -1.319 0.151 1.097 0.478 0.0547
H 1.582 -2.335 1.176 -0.074 -0.103 0.656 0.4508
H -5.084 -1.616 -3.104 -0.300 0.124 0.301 0.3517
H 0.842 3.900 -4.306 -0.053 0.189 0.000 -0.0521
H 2.515 5.067 -2.816 -0.410 -1.069 -0.148 -0.3789
H 1.006 -1.658 -4.384 0.228 -0.534 0.085 -0.3497
H 2.469 6.707 -3.397 0.849 -0.896 -0.199 0.4237
H 0.504 -0.462 -5.560 0.050 -0.114 0.371 0.6818
H 1.856 1.712 9.442 -0.198 -0.592 0.389 0.3774
H 5.186 -1.606 -3.995 0.193 -0.148 0.442 0.2233
H 6.227 -0.198 -4.479 0.011 -0.450 0.280 0.5209
H 5.396 3.902 0.596 0.459 0.325 0.795 0.5238
H -6.878 2.618 -2.493 0.491 0.077 -0.438 0.2047
H -6.229 2.052 -4.118 0.408 -0.280 0.203 0.2623
H -0.522 -8.416 2.731 -0.411 0.107 -0.009 0.3621
H 0.859 2.817 8.452 0.729 -0.283 0.079 0.2192
H -3.314 -3.092 -3.713 -0.245 0.480 -0.466 -0.0014
H -1.573 -7.145 3.453 0.122 -0.144 -1.245 0.1954
H 4.312 -2.250 -1.876 0.571 0.229 0.267 0.8126
H -0.881 3.559 -4.368 0.136 -0.209 0.272 0.3591
H -3.536 -2.335 -5.384 0.508 0.403 1.290 0.3521
H 0.760 2.160 -2.706 -0.633 0.016 -0.437 -1.0461
H 2.858 0.948 -2.276 0.385 0.365 0.593 -0.0508
H 2.857 -0.892 6.328 0.335 0.392 -0.859 0.2443
H 5.510 2.574 2.714 0.229 -0.091 0.643 -0.4587
H 1.603 -0.620 3.181 0.170 -0.463 0.166 -0.4332
H -3.621 2.055 -1.479 0.197 -0.095 -0.732 -0.5328
H 2.686 0.820 0.352 0.366 0.347 -0.699 -0.3455
```
Forces are in eV/Å.


(2)
This record from the OMol25 dataset describes a single C5H8ClN3O2 molecule. The level of theory is ωB97M-V/def2-TZVPD.

energy above the lowest of the compared OMol25 structures with the same formula, charge and spin	50.0	kcal per mole
SMILES	CC1=NN(C)C[C@]1(Cl)[N+](=O)[O-]
LUMO	-0.261	eV

XYZ file:
```
19
Properties=species:S:1:pos:R:3:forces:R:3:mulliken_charge:R:1
Cl -2.027 1.500 1.309 0.707 0.122 0.321 -0.1229
O -3.289 -0.455 0.079 1.229 -0.677 -0.600 -0.5441
O -1.701 -1.780 -0.622 -0.164 2.206 0.972 -0.5616
N 1.341 0.042 0.781 0.224 -1.678 0.596 0.1113
N -2.105 -0.737 -0.072 -1.703 -1.858 -0.106 0.8977
N 1.005 0.570 -0.451 0.439 -0.053 -0.166 -0.5295
C -0.767 1.507 -1.897 4.582 0.510 0.447 -1.1750
C -0.238 0.729 -0.647 -0.397 1.411 -0.108 0.1006
C 0.171 -0.588 1.383 -3.069 2.840 -0.034 -0.7363
C 2.519 -0.919 0.696 0.419 3.726 -0.959 -0.8188
C -1.110 0.249 0.507 2.642 -1.726 -0.043 0.7870
H -0.015 2.420 -2.150 -1.839 -1.873 1.098 0.2977
H -0.046 -0.327 2.453 0.656 -0.256 -0.909 0.2963
H -0.486 0.850 -2.727 -1.224 0.057 -0.189 0.3020
H 3.082 -0.992 1.648 -0.306 0.502 -0.624 0.2563
H -1.742 1.882 -1.749 -1.157 0.012 -0.350 0.4099
H 3.073 -0.424 -0.180 -0.101 -1.078 1.607 0.3295
H 0.101 -1.648 1.219 -0.164 -0.446 -0.305 0.3334
H 2.234 -1.881 0.418 -0.774 -1.741 -0.650 0.3664
```
Forces are in eV/Å.


Number 1: gap between HOMO and LUMO 9.61 eV, electronic energy -5063.218202 Ha. Number 2: gap between HOMO and LUMO 8.89 eV, electronic energy -970.078752 Ha.